# C18H14BrNO2RuS5Te

A molecular structure, C18H14BrNO2RuS5Te (the ωB97M-V functional and the def2-TZVPD basis, the OMol25 dataset).

Positions of all 43 atoms, in Å:
1 Ru -0.995 -0.628 0.450
2 Br -1.888 1.904 1.322
3 C -3.226 1.102 0.243
4 C -4.470 1.556 -0.111
5 C -5.232 0.686 -0.902
6 C -4.764 -0.575 -1.270
7 C -3.504 -0.946 -0.856
8 N -2.778 -0.083 -0.144
9 C -2.787 -2.271 -1.046
10 O -3.348 -3.228 -1.496
11 O -1.527 -2.254 -0.614
12 H -4.843 2.518 0.209
13 H -6.218 1.000 -1.219
14 H -5.361 -1.262 -1.852
15 C 2.967 -2.885 0.253
16 S 1.642 -3.420 -0.875
17 C 0.411 -4.044 0.114
18 C -0.147 -3.489 1.350
19 S 0.133 -1.991 1.982
20 S -1.346 -4.467 2.095
21 C -1.517 -5.641 0.810
22 S -2.585 -6.805 0.780
23 S -0.314 -5.422 -0.462
24 H 3.472 -2.060 -0.246
25 H 3.654 -3.720 0.366
26 H 2.581 -2.565 1.214
27 C 1.991 0.942 0.816
28 Te 1.044 0.290 -0.987
29 C 0.947 2.371 -1.444
30 C 2.047 2.989 -0.612
31 C 2.578 4.224 -0.970
32 C 3.546 4.812 -0.174
33 C 3.988 4.172 0.977
34 C 3.480 2.930 1.321
35 C 2.520 2.327 0.513
36 H 2.766 0.226 1.089
37 H 1.242 0.941 1.609
38 H -0.052 2.727 -1.202
39 H 1.109 2.484 -2.514
40 H 2.232 4.727 -1.865
41 H 3.963 5.770 -0.456
42 H 4.748 4.633 1.594
43 H 3.839 2.424 2.210

Summary:
Gap between HOMO and LUMO (alpha / beta) in eV: 4.816 / 4.813
HOMO (alpha / beta) in eV: -14.109 / -14.106
Relative energy (zero: lowest compared OMol25 entry of this formula, charge and spin) in kcal/mol: 0.0
Total charge: +2
Multiplicity: 1

***

# C17H27N2O2P2S2Sc

A molecular structure, C17H27N2O2P2S2Sc (the ωB97M-V functional and the def2-TZVPD basis, the OMol25 dataset).

Positions of all 53 atoms, in Å:
1 Sc -0.310 0.212 1.373
2 C 2.692 5.338 -1.475
3 C 2.134 4.606 -0.287
4 O 1.170 3.625 -0.780
5 P 0.712 2.413 0.105
6 S -0.691 2.822 1.434
7 S 2.148 1.291 0.868
8 O -0.079 1.445 -0.906
9 C 0.428 0.849 -2.156
10 C 1.620 1.512 -2.800
11 H 3.369 6.123 -1.134
12 H 1.896 5.803 -2.056
13 H 3.254 4.665 -2.122
14 H 1.599 5.266 0.396
15 H 2.906 4.072 0.268
16 H -0.438 0.883 -2.811
17 H 0.632 -0.196 -1.927
18 H 1.400 2.525 -3.126
19 H 1.864 0.912 -3.680
20 H 2.492 1.525 -2.149
21 C -2.579 -3.798 1.451
22 P -1.456 -2.355 1.552
23 C -2.088 -1.185 0.314
24 C -2.742 -0.013 0.757
25 C -3.351 0.855 -0.173
26 C -3.310 0.570 -1.510
27 C -2.664 -0.601 -1.967
28 C -2.064 -1.453 -1.084
29 C 0.049 -2.978 0.712
30 C 0.398 -4.324 0.677
31 C 1.606 -4.727 0.115
32 C 2.491 -3.795 -0.405
33 C 2.168 -2.444 -0.367
34 C 0.959 -2.063 0.182
35 H -2.278 -4.595 2.130
36 H -2.607 -4.175 0.429
37 H -3.575 -3.465 1.742
38 H -2.907 0.154 1.814
39 H -3.850 1.747 0.181
40 H -3.787 1.234 -2.218
41 H -2.652 -0.831 -3.026
42 H -1.575 -2.351 -1.446
43 H -0.271 -5.073 1.080
44 H 1.855 -5.780 0.084
45 H 3.428 -4.117 -0.838
46 H 2.847 -1.695 -0.755
47 H 0.755 -1.003 0.151
48 N -1.013 0.440 3.668
49 N 0.415 0.262 3.564
50 H -1.249 1.272 4.196
51 H -1.412 -0.378 4.111
52 H 0.821 -0.208 4.363
53 H 0.841 1.183 3.479

Summary:
Gap between HOMO and LUMO (alpha / beta) in eV: 6.499 / 8.581
HOMO (alpha / beta) in eV: -8.984 / -11.312
Relative energy (zero: lowest compared OMol25 entry of this formula, charge and spin) in kcal/mol: 14.1
Expectation value of S²: 0.76
Total charge: +1
Multiplicity: 2

***

# C59H47FGeN7O8Pb

A molecular structure, C59H47FGeN7O8Pb at a distorted geometry (the ωB97M-V functional and the def2-TZVPD basis, the OMol25 dataset).

Positions of all 124 atoms, in Å:
1 Pb 0.065 -0.772 1.337
2 O -0.222 5.612 2.977
3 C -0.185 4.266 2.754
4 C 0.986 3.535 2.901
5 C 0.955 2.180 2.626
6 N -0.166 1.576 2.249
7 C -1.292 2.267 2.091
8 C -1.346 3.628 2.342
9 C -2.532 1.498 1.579
10 O -3.487 2.203 1.214
11 O -2.381 0.257 1.502
12 C 2.234 1.325 2.693
13 O 3.290 1.942 2.860
14 O 2.048 0.081 2.592
15 H 0.660 5.898 3.231
16 H 1.924 3.987 3.204
17 H -2.270 4.169 2.194
18 N 9.327 -1.520 -3.990
19 C 8.308 -1.426 -3.465
20 C 7.030 -1.315 -2.834
21 C 6.928 -0.989 -1.481
22 C 5.684 -0.889 -0.885
23 C 4.529 -1.118 -1.627
24 C 4.636 -1.435 -2.979
25 C 5.873 -1.533 -3.586
26 C 3.195 -1.037 -0.977
27 C 2.578 -2.234 -0.670
28 C 3.040 -3.553 -0.999
29 C 2.075 -4.417 -0.557
30 C 1.064 -3.614 0.048
31 N 1.361 -2.334 -0.022
32 C 2.666 0.249 -0.795
33 C 3.223 1.434 -1.351
34 C 2.337 2.453 -1.076
35 C 1.282 1.861 -0.353
36 N 1.467 0.557 -0.185
37 H 7.830 -0.817 -0.909
38 H 5.593 -0.634 0.163
39 H 3.729 -1.607 -3.546
40 H 5.958 -1.778 -4.636
41 H 3.961 -3.790 -1.508
42 H 2.060 -5.493 -0.636
43 H 0.141 -3.929 0.511
44 H 4.166 1.498 -1.872
45 H 2.411 3.496 -1.346
46 H 0.411 2.352 0.050
47 F -1.706 4.374 -3.364
48 C -2.012 3.067 -3.580
49 C -1.761 2.165 -2.580
50 C -2.091 0.828 -2.731
51 C -1.749 -0.114 -1.628
52 O -1.147 0.314 -0.660
53 C -2.182 -1.472 -1.851
54 C -2.809 -1.789 -2.996
55 N -3.055 -0.926 -4.046
56 C -3.749 -1.383 -5.211
57 C -2.999 -1.536 -6.508
58 C -3.469 -2.745 -5.756
59 C -2.701 0.398 -3.920
60 C -2.910 1.328 -4.944
61 C -2.574 2.666 -4.790
62 N -2.787 3.537 -5.908
63 C -2.138 4.842 -5.943
64 C -2.271 5.377 -7.390
65 N -2.616 4.201 -8.244
66 C -4.022 3.781 -7.973
67 C -4.139 3.633 -6.435
68 C -1.959 -2.631 -0.827
69 O -2.525 -3.692 -1.136
70 O -1.219 -2.368 0.139
71 H -1.307 2.484 -1.652
72 H -3.153 -2.807 -3.116
73 H -4.773 -1.024 -5.279
74 H -1.938 -1.325 -6.492
75 H -3.499 -1.261 -7.429
76 H -2.724 -3.343 -5.251
77 H -4.301 -3.313 -6.145
78 H -3.327 0.997 -5.886
79 H -1.091 4.716 -5.682
80 H -2.576 5.565 -5.250
81 H -1.344 5.825 -7.738
82 H -3.072 6.107 -7.487
83 H -2.043 3.430 -7.871
84 H -2.437 4.352 -9.233
85 H -4.199 2.838 -8.487
86 H -4.699 4.536 -8.367
87 H -4.699 2.738 -6.186
88 H -4.678 4.491 -6.011
89 C -0.182 -2.406 2.901
90 Ge 0.062 -1.872 4.765
91 C -0.249 -3.666 5.603
92 C -0.495 -4.782 4.801
93 C -0.684 -6.039 5.361
94 C -0.627 -6.205 6.738
95 C -0.382 -5.106 7.549
96 C -0.197 -3.852 6.983
97 C -1.225 -0.590 5.574
98 C -1.096 -0.125 6.882
99 C -1.982 0.813 7.394
100 C -3.007 1.306 6.597
101 C -3.147 0.850 5.294
102 C -2.264 -0.095 4.789
103 C 1.840 -1.398 5.467
104 C 2.138 -0.110 5.900
105 C 3.408 0.216 6.346
106 C 4.407 -0.746 6.354
107 C 4.120 -2.038 5.940
108 C 2.841 -2.364 5.512
109 H -1.262 -2.563 2.750
110 H -0.524 -4.655 3.725
111 H -0.873 -6.893 4.721
112 H -0.768 -7.186 7.176
113 H -0.333 -5.229 8.625
114 H -0.003 -3.001 7.627
115 H -0.283 -0.491 7.502
116 H -1.867 1.171 8.411
117 H -3.689 2.051 6.991
118 H -3.932 1.241 4.656
119 H -2.366 -0.421 3.761
120 H 1.372 0.658 5.851
121 H 3.627 1.226 6.670
122 H 5.411 -0.484 6.666
123 H 4.900 -2.792 5.945
124 H 2.617 -3.375 5.189

Summary:
Gap between HOMO and LUMO in eV: 3.220
HOMO in eV: -3.838
Relative energy (zero: lowest compared OMol25 entry of this formula, charge and spin) in kcal/mol: 107.8
Total charge: -1
Multiplicity: 1

***

Q: multiplicity of number 3 (C59H47FGeN7O8Pb)?
A: 1